1.
{
  "formula": "C3H5NO2",
  "method": "ωB97M-V/def2-TZVPD",
  "fmax_ev_per_a": 4.10,
  "spin_multiplicity": 1,
  "e_homo_ha": -0.35567,
  "orbital_gap_ev": 10.591,
  "de_lowest_kj_mol": 429.8,
  "elements": ["C", "H", "O", "C", "O", "H", "H", "C", "H", "N", "H"],
  "positions_angstrom": [[-1.75, 0.11, -0.15], [-2.10, -0.92, -0.05], [1.72, 0.91, -0.18], [-0.28, 0.16, -0.07], [0.39, -0.54, 0.86], [1.61, -0.84, -0.76], [-2.20, 0.69, 0.66], [1.74, -0.37, 0.44], [-2.08, 0.55, -1.10], [0.55, 0.65, -0.96], [2.41, -0.39, 1.31]]
}

---

2.
{
  "formula": "C3H5NO2",
  "method": "ωB97M-V/def2-TZVPD",
  "fmax_ev_per_a": 0.73,
  "spin_multiplicity": 1,
  "e_homo_ha": -0.39146,
  "orbital_gap_ev": 11.343,
  "de_lowest_kj_mol": 84.4,
  "elements": ["C", "O", "H", "H", "H", "H", "C", "N", "C", "H", "O"],
  "positions_angstrom": [[-1.90, 0.76, -0.23], [3.27, -0.15, -1.19], [-2.68, 0.19, 0.28], [-1.95, 0.60, -1.31], [0.33, 0.68, -0.29], [1.18, -1.44, 0.72], [2.66, -0.80, -0.43], [2.12, -1.55, 0.35], [-0.56, 0.32, 0.28], [-2.06, 1.83, -0.05], [-0.42, -0.40, 1.24]]
}

---

3.
{
  "formula": "C3H5NO2",
  "method": "ωB97M-V/def2-TZVPD",
  "fmax_ev_per_a": 3.96,
  "spin_multiplicity": 1,
  "e_homo_ha": -0.36659,
  "orbital_gap_ev": 10.166,
  "de_lowest_kj_mol": 571.7,
  "elements": ["C", "O", "N", "H", "H", "O", "H", "C", "H", "C", "H"],
  "positions_angstrom": [[-1.31, 1.06, -0.03], [2.46, 1.25, -0.22], [1.69, 0.37, 0.03], [-2.42, 1.21, -0.43], [-0.59, 1.71, -0.49], [2.21, -0.93, -0.04], [-0.45, -2.51, -0.13], [-0.94, -0.35, -0.10], [-1.54, 1.32, 1.10], [-0.78, -1.52, -0.11], [1.67, -1.60, 0.41]]
}

---

4.
{
  "formula": "C3H5NO2",
  "method": "ωB97M-V/def2-TZVPD",
  "fmax_ev_per_a": 0.39,
  "spin_multiplicity": 1,
  "e_homo_ha": -0.37483,
  "orbital_gap_ev": 10.877,
  "de_lowest_kj_mol": 1.8,
  "elements": ["H", "C", "H", "C", "H", "O", "H", "O", "C", "H", "N"],
  "positions_angstrom": [[0.47, -1.21, -0.73], [-0.33, 0.40, 0.35], [-2.04, -0.91, 0.33], [-1.72, 0.03, -0.12], [2.19, 0.87, 0.47], [-0.10, 1.32, 1.10], [-2.41, 0.82, 0.18], [2.90, -0.75, -0.56], [2.03, -0.07, -0.07], [-1.74, -0.08, -1.21], [0.69, -0.40, -0.17]]
}

---

5.
{
  "formula": "C3H5NO2",
  "method": "ωB97M-V/def2-TZVPD",
  "fmax_ev_per_a": 2.68,
  "spin_multiplicity": 1,
  "e_homo_ha": -0.36638,
  "orbital_gap_ev": 10.751,
  "de_lowest_kj_mol": 195.1,
  "elements": ["H", "N", "C", "H", "H", "O", "C", "H", "H", "C", "O"],
  "positions_angstrom": [[2.16, 0.48, -0.71], [-1.06, -2.19, 0.26], [-0.42, -1.11, 0.28], [-2.05, -2.03, 0.37], [0.35, 1.25, 1.58], [0.94, -1.06, 0.16], [1.20, 0.26, -0.29], [0.87, 0.39, -1.36], [-0.02, 1.99, -0.01], [0.20, 1.06, 0.51], [-0.92, 0.16, 0.39]]
}

---

6.
{
  "formula": "C3H5NO2",
  "method": "ωB97M-V/def2-TZVPD",
  "fmax_ev_per_a": 6.80,
  "spin_multiplicity": 1,
  "e_homo_ha": -0.31705,
  "orbital_gap_ev": 9.527,
  "de_lowest_kj_mol": 409.2,
  "elements": ["H", "N", "O", "H", "O", "C", "C", "H", "C", "H", "H"],
  "positions_angstrom": [[1.39, -0.03, -1.60], [-1.05, 0.35, 1.69], [-1.38, -0.18, 0.52], [-0.22, -1.57, -0.22], [0.75, -0.34, 0.72], [0.16, 0.22, -1.49], [-0.22, -0.52, -0.22], [0.11, 1.36, -1.34], [0.24, 0.13, 1.81], [0.61, 0.59, 2.59], [-0.38, -0.02, -2.47]]
}

---

7.
{
  "formula": "C3H5NO2",
  "method": "ωB97M-V/def2-TZVPD",
  "fmax_ev_per_a": 0.48,
  "spin_multiplicity": 1,
  "e_homo_ha": -0.33395,
  "orbital_gap_ev": 9.562,
  "de_lowest_kj_mol": 441.2,
  "elements": ["C", "H", "N", "H", "H", "H", "O", "O", "H", "C", "C"],
  "positions_angstrom": [[-0.50, 0.97, -0.14], [-1.69, -1.04, 2.06], [1.99, -0.69, -0.50], [0.55, -1.64, -1.58], [-1.10, 1.80, -0.51], [2.20, 0.22, -0.10], [-0.05, 0.28, -1.26], [-1.38, 0.10, 0.60], [0.30, 1.29, 0.54], [0.88, -0.73, -1.08], [-0.88, -0.35, 1.72]]
}

---

8.
{
  "formula": "C3H5NO2",
  "method": "ωB97M-V/def2-TZVPD",
  "fmax_ev_per_a": 5.85,
  "spin_multiplicity": 1,
  "e_homo_ha": [-0.27624, -0.26489],
  "orbital_gap_ev": [8.484, 7.972],
  "de_lowest_kj_mol": 560.5,
  "elements": ["H", "O", "H", "C", "C", "H", "H", "O", "H", "C", "N"],
  "positions_angstrom": [[-2.92, -0.69, -1.26], [0.39, 0.21, 0.55], [1.67, -1.33, 1.17], [-2.90, -0.03, -0.46], [-0.33, 0.89, -0.37], [-0.81, 2.10, 0.96], [1.48, -1.06, -0.75], [-0.60, 2.14, 0.02], [-0.13, 0.71, -1.47], [1.32, -0.72, 0.35], [-3.16, 0.49, 0.48]]
}

---

9.
{
  "formula": "C3H5NO2",
  "method": "ωB97M-V/def2-TZVPD",
  "fmax_ev_per_a": 0.78,
  "spin_multiplicity": 1,
  "e_homo_ha": -0.39164,
  "orbital_gap_ev": 11.498,
  "de_lowest_kj_mol": 101.5,
  "elements": ["O", "H", "H", "N", "H", "C", "C", "C", "H", "O", "H"],
  "positions_angstrom": [[-0.09, 0.65, -1.16], [-0.67, 1.11, 1.40], [-1.37, -0.52, -2.17], [-0.80, -1.40, -0.36], [0.99, 0.78, 2.04], [0.27, 0.56, 1.25], [-0.81, -0.49, -1.23], [0.82, 0.88, -0.10], [-1.39, -2.18, -0.59], [1.91, 1.29, -0.39], [-0.01, -0.50, 1.17]]
}

---

10.
{
  "formula": "C3H5NO2",
  "method": "ωB97M-V/def2-TZVPD",
  "fmax_ev_per_a": 1.59,
  "spin_multiplicity": 1,
  "e_homo_ha": -0.35615,
  "orbital_gap_ev": 9.497,
  "de_lowest_kj_mol": 472.2,
  "elements": ["C", "H", "H", "O", "H", "H", "C", "O", "C", "N", "H"],
  "positions_angstrom": [[0.19, -0.29, -0.20], [-0.06, -1.16, 1.83], [-0.50, -2.27, 0.39], [0.54, 0.98, 0.31], [-1.38, 1.75, 0.57], [2.06, -0.50, -0.89], [-0.01, -1.36, 0.74], [-1.00, 0.20, -0.81], [-0.69, 1.44, -0.22], [1.19, -1.07, -0.73], [-0.54, 2.23, -0.95]]
}

---

11.
{
  "formula": "C3H5NO2",
  "method": "ωB97M-V/def2-TZVPD",
  "fmax_ev_per_a": 0.67,
  "spin_multiplicity": 1,
  "e_homo_ha": -0.36262,
  "orbital_gap_ev": 10.196,
  "de_lowest_kj_mol": 396.7,
  "elements": ["H", "H", "O", "N", "C", "H", "C", "O", "C", "H", "H"],
  "positions_angstrom": [[1.19, -0.18, -1.83], [-1.51, 0.52, 0.36], [0.45, 1.65, 0.55], [0.73, 0.16, -0.99], [-0.60, -0.01, 0.66], [1.74, 2.01, -0.98], [1.03, 1.32, -0.52], [-0.29, -2.21, -0.45], [-0.78, -1.49, 0.38], [-1.53, -1.90, 1.10], [-0.44, 0.11, 1.73]]
}

---

12.
{
  "formula": "C3H5NO2",
  "method": "ωB97M-V/def2-TZVPD",
  "fmax_ev_per_a": 0.56,
  "spin_multiplicity": 1,
  "e_homo_ha": -0.36246,
  "orbital_gap_ev": 10.730,
  "de_lowest_kj_mol": 164.5,
  "elements": ["C", "C", "O", "H", "H", "H", "N", "H", "H", "O", "C"],
  "positions_angstrom": [[-0.43, 1.01, -0.24], [-0.05, -1.23, -0.73], [-0.07, 0.03, -1.22], [0.33, -1.91, -1.50], [-0.33, -2.47, 0.68], [1.69, 1.16, 0.35], [-0.42, -1.49, 0.44], [-0.51, 1.95, -0.79], [-1.38, 0.76, 0.23], [0.51, 1.11, 1.99], [0.67, 1.10, 0.80]]
}

---

13.
{
  "formula": "C3H5NO2",
  "method": "ωB97M-V/def2-TZVPD",
  "fmax_ev_per_a": 0.52,
  "spin_multiplicity": 1,
  "e_homo_ha": -0.32092,
  "orbital_gap_ev": 9.426,
  "de_lowest_kj_mol": 374.8,
  "elements": ["H", "H", "C", "O", "H", "O", "H", "C", "N", "H", "C"],
  "positions_angstrom": [[1.66, -0.50, 1.27], [-1.55, 2.16, -0.32], [0.32, -1.57, -0.02], [-0.07, -2.56, 0.54], [-0.06, 0.00, 1.40], [1.08, 0.72, -0.24], [-1.63, 0.77, -1.10], [0.73, -0.31, 0.71], [-1.12, 1.24, -0.34], [0.42, -1.51, -1.13], [0.22, 1.55, -0.78]]
}

---

14.
{
  "formula": "C3H5NO2",
  "method": "ωB97M-V/def2-TZVPD",
  "fmax_ev_per_a": 3.68,
  "spin_multiplicity": 1,
  "e_homo_ha": -0.38755,
  "orbital_gap_ev": 11.225,
  "de_lowest_kj_mol": 123.3,
  "elements": ["H", "C", "C", "H", "H", "O", "H", "H", "N", "O", "C"],
  "positions_angstrom": [[0.69, -1.94, 0.42], [-0.80, -0.65, 0.00], [-1.10, 0.88, 0.00], [-0.92, 1.35, 1.03], [-0.30, 1.31, -0.76], [2.77, -0.55, -0.24], [-2.15, 1.30, -0.50], [1.18, 0.93, -0.09], [0.53, -0.96, 0.36], [-1.57, -1.56, -0.24], [1.66, -0.11, 0.02]]
}

---

15.
{
  "formula": "C3H5NO2",
  "method": "ωB97M-V/def2-TZVPD",
  "fmax_ev_per_a": 0.83,
  "spin_multiplicity": 1,
  "e_homo_ha": -0.41131,
  "orbital_gap_ev": 11.596,
  "de_lowest_kj_mol": 91.4,
  "elements": ["H", "H", "O", "C", "H", "N", "O", "H", "C", "C", "H"],
  "positions_angstrom": [[-0.84, -0.51, 1.80], [-1.09, -1.08, 0.12], [1.25, -0.09, -2.73], [1.11, 0.84, -1.98], [-0.58, -2.23, 1.39], [0.93, 0.67, -0.60], [0.63, 2.08, 1.29], [1.11, 1.89, -2.32], [0.78, 1.45, 0.33], [-1.19, -1.34, 1.18], [-2.23, -1.56, 1.41]]
}

---

16.
{
  "formula": "C3H5NO2",
  "method": "ωB97M-V/def2-TZVPD",
  "fmax_ev_per_a": 0.65,
  "spin_multiplicity": 1,
  "e_homo_ha": -0.32857,
  "orbital_gap_ev": 9.550,
  "de_lowest_kj_mol": 557.9,
  "elements": ["H", "H", "C", "N", "H", "C", "O", "H", "O", "C", "H"],
  "positions_angstrom": [[0.48, 2.42, 1.53], [-0.23, 0.75, -0.96], [-1.03, -0.74, -0.53], [0.67, 1.43, 1.45], [-1.29, -1.12, -1.52], [0.44, -0.35, -0.36], [-1.41, 0.62, -0.34], [1.94, -1.24, 0.41], [1.59, -1.08, -0.48], [0.28, 0.69, 0.57], [-1.43, -1.40, 0.25]]
}

---

17.
{
  "formula": "C3H5NO2",
  "method": "ωB97M-V/def2-TZVPD",
  "fmax_ev_per_a": 2.11,
  "spin_multiplicity": 1,
  "e_homo_ha": [-0.34655, -0.34662],
  "orbital_gap_ev": [8.929, 8.931],
  "de_lowest_kj_mol": 331.1,
  "elements": ["H", "C", "C", "C", "O", "H", "H", "N", "O", "H", "H"],
  "positions_angstrom": [[-1.19, -1.59, -1.13], [-0.54, -1.20, -0.35], [0.37, 0.99, 0.68], [-0.76, 0.27, -0.19], [-1.70, 0.89, -0.60], [0.64, 0.26, 1.44], [-0.76, -1.70, 0.59], [1.43, 1.26, -0.24], [2.00, 0.29, -0.70], [0.00, 1.93, 1.08], [0.51, -1.40, -0.59]]
}

---

18.
{
  "formula": "C3H5NO2",
  "method": "ωB97M-V/def2-TZVPD",
  "fmax_ev_per_a": 0.60,
  "spin_multiplicity": 1,
  "e_homo_ha": -0.34553,
  "orbital_gap_ev": 10.092,
  "de_lowest_kj_mol": 90.1,
  "elements": ["H", "C", "N", "H", "C", "H", "C", "H", "O", "H", "O"],
  "positions_angstrom": [[-0.55, -0.15, -2.20], [-0.09, -0.97, 0.44], [0.41, -1.09, 1.71], [-0.30, 2.36, -1.05], [-0.20, 0.58, -1.46], [0.78, -0.28, 2.19], [0.28, 0.28, -0.25], [0.85, 1.04, 0.28], [-0.31, 1.85, -1.88], [-0.02, -1.80, 2.28], [-0.84, -1.81, -0.05]]
}

---

19.
{
  "formula": "C3H5NO2",
  "method": "ωB97M-V/def2-TZVPD",
  "fmax_ev_per_a": 1.14,
  "spin_multiplicity": 1,
  "e_homo_ha": -0.33558,
  "orbital_gap_ev": 9.419,
  "de_lowest_kj_mol": 344.4,
  "elements": ["C", "H", "H", "O", "O", "C", "H", "H", "C", "H", "N"],
  "positions_angstrom": [[-0.05, -0.72, 0.54], [-0.79, 2.43, 0.08], [1.06, 0.86, -0.04], [-1.07, -1.32, 0.67], [1.21, -1.43, 0.64], [-0.99, 1.38, -0.12], [2.20, -2.39, -0.72], [-1.20, 1.24, -1.19], [1.35, -1.70, -0.63], [-1.86, 1.06, 0.46], [0.15, 0.59, 0.32]]
}

---

20.
{
  "formula": "C3H5NO2",
  "method": "ωB97M-V/def2-TZVPD",
  "fmax_ev_per_a": 0.84,
  "spin_multiplicity": 1,
  "e_homo_ha": -0.29405,
  "orbital_gap_ev": 8.787,
  "de_lowest_kj_mol": 270.8,
  "elements": ["H", "O", "H", "C", "H", "N", "C", "C", "H", "H", "O"],
  "positions_angstrom": [[-1.92, 0.86, 0.97], [-0.13, -2.50, 0.05], [-2.06, 1.56, -0.66], [0.19, -1.37, -0.04], [-1.87, -0.20, -0.47], [1.98, 0.17, 0.17], [0.61, -0.11, 0.05], [-1.57, 0.78, -0.07], [2.48, 0.19, -0.70], [2.47, -0.36, 0.88], [-0.18, 0.99, -0.18]]
}